Arrangement one

Computed, not measured: 2 unconnected molecules or ions with the total composition C5H15N2O, with ωB97M-V with the def2-TZVPD basis set.

XYZ file:
```
23
Properties=species:S:1:pos:R:3
C 1.861 1.668 -0.980
C 1.711 0.176 -0.608
C 0.323 -0.247 -0.450
C -0.184 -1.499 -0.240
N -1.515 -1.669 0.178
C -1.964 -3.030 0.044
N 1.198 2.483 0.277
H 2.900 2.102 -1.174
H 1.185 1.892 -1.827
H 2.447 -0.269 -1.364
H 2.371 -0.035 0.291
H -0.464 0.443 -0.670
H 0.438 -2.348 -0.393
H -2.235 -0.943 0.170
H -1.251 -3.708 0.538
H -2.935 -3.201 0.712
H -1.889 -3.375 -1.051
H 1.764 3.457 0.429
H 1.384 1.995 1.142
H 0.127 2.644 0.182
H -2.476 1.342 1.811
H -1.353 0.608 1.409
O -1.445 1.513 1.573
```

The calculation puts the HOMO-LUMO gap at 8.09 eV. The value obtained for the LUMO energy is -0.119 hartree. The net charge is +1. Its multiplicity is 1.

Atomic partial charges in e from the Mulliken method, atoms 1 to 2: -0.568, -0.834



Arrangement two

Computed, not measured: 2 unconnected molecules or ions with the total composition C5H15N2O, with ωB97M-V with the def2-TZVPD basis set.

XYZ file:
```
23
Properties=species:S:1:pos:R:3
C 1.559 -0.493 2.061
C 0.943 0.916 1.601
C -0.378 0.732 0.980
C -0.754 0.740 -0.306
N -2.056 0.739 -0.755
C -2.414 1.121 -2.103
N 1.762 -1.421 0.921
H 2.506 -0.399 2.562
H 0.783 -0.804 2.794
H 0.981 1.707 2.367
H 1.774 1.330 1.023
H -1.155 0.578 1.750
H -0.139 0.857 -1.182
H -2.808 0.582 -0.106
H -2.688 2.190 -2.116
H -1.569 1.200 -2.811
H -3.038 0.413 -2.634
H 1.330 -2.319 1.118
H 2.761 -1.502 0.734
H 1.424 -1.093 -0.022
H 0.917 -1.792 -2.519
H -0.318 -1.468 -1.742
O 0.576 -1.814 -1.617
```

The calculation puts the HOMO-LUMO gap at 8.26 eV. The value obtained for the LUMO energy is -0.112 hartree. The net charge is +1. Its multiplicity is 1.

Atomic partial charges in e from the Mulliken method, atoms 1 to 2: -0.582, -1.040



Arrangement three

Computed, not measured: 2 unconnected molecules or ions with the total composition C5H15N2O, with ωB97M-V with the def2-TZVPD basis set.

XYZ file:
```
23
Properties=species:S:1:pos:R:3
C 0.650 1.643 0.669
C 1.241 0.810 1.893
C 0.635 -0.689 1.766
C -0.165 -0.840 0.434
C -1.516 -0.685 0.379
N -2.210 0.274 -0.577
N 0.573 -1.300 -0.579
H 1.028 1.580 -0.322
H 0.749 2.743 0.941
H -0.364 1.615 0.514
H 2.210 0.779 1.668
H 0.859 1.265 2.769
H 0.142 -1.170 2.697
H 1.292 -1.638 1.906
H -2.299 -0.980 1.067
H -2.712 1.135 -0.100
H -1.580 0.534 -1.210
H -3.012 -0.263 -1.095
H 0.416 -1.372 -1.531
H 1.495 -1.534 -0.352
H 0.746 1.161 -3.363
H 0.946 -0.305 -3.551
O 0.810 0.275 -2.849
```

The calculation puts the HOMO-LUMO gap at 8.24 eV. The value obtained for the LUMO energy is -0.128 hartree. The net charge is +1. Its multiplicity is 1.

Atomic partial charges in e from the Mulliken method, atoms 1 to 2: -1.226, -0.426



Arrangement four

Computed, not measured: a gas-phase ion, C5H15N2O (charge +1), with ωB97M-V with the def2-TZVPD basis set.

XYZ file:
```
23
Properties=species:S:1:pos:R:3
C 0.573 0.970 2.081
N -0.064 -0.097 1.321
C -1.022 -0.838 2.133
C -0.637 0.333 0.079
C 0.462 0.395 -0.987
N -0.064 0.976 -2.287
C 1.055 -0.985 -1.292
O 0.205 -1.614 -2.267
H 1.052 0.562 2.960
H 1.271 1.496 1.421
H -0.127 1.783 2.347
H -1.135 -1.883 1.823
H -0.751 -0.907 3.179
H -2.039 -0.433 2.024
H -1.371 -0.416 -0.228
H -1.120 1.320 0.152
H 1.269 1.050 -0.657
H 0.515 1.737 -2.612
H -0.066 0.237 -2.983
H -1.031 1.210 -2.129
H 2.034 -0.928 -1.772
H 1.133 -1.518 -0.346
H -0.143 -2.451 -1.961
```

As for the SMILES: CN(C)C[C@H]([NH3+])CO. The calculation puts the HOMO-LUMO gap at 9.05 eV. The value obtained for the LUMO energy is -0.123 hartree. The net charge is +1. Its multiplicity is 1.

Atomic partial charges in e from the Mulliken method, atoms 1 to 2: -1.048, 0.161



Stability check: which of them is least stable? arrangement three.



Arrangement one

Computed, not measured: 2 unconnected molecules or ions with the total composition C6H11NO2, with ωB97M-V with the def2-TZVPD basis set.

XYZ file:
```
20
Properties=species:S:1:pos:R:3
C -0.793 0.888 0.302
C 1.285 0.293 -0.589
C -2.097 1.536 0.003
C -0.949 -1.351 0.160
N -1.695 -1.608 -0.968
C 2.103 0.176 0.588
C 3.394 -0.183 0.556
O 0.146 1.001 -0.637
O -1.260 -1.763 1.265
H -0.479 0.797 1.336
H -2.482 -2.233 -0.882
H -1.292 -1.471 -1.880
H 0.178 -1.106 -0.126
H 1.766 0.277 -1.560
H 1.613 0.295 1.547
H -2.889 1.003 0.532
H -2.120 2.580 0.333
H -2.313 1.501 -1.065
H 3.964 -0.313 1.464
H 3.921 -0.319 -0.380
```

The calculation puts the HOMO-LUMO gap (spin up / spin down) at 7.46 / 7.32 eV. The value obtained for the LUMO energy (spin up / spin down) is 0.002 / -0.003 hartree. The net charge is 0. Its multiplicity is 1.

Atomic partial charges in e from the Mulliken method, atoms 1 to 2: 0.168, -0.350



Arrangement two

Computed, not measured: C6H11NO2 in the gas phase, with ωB97M-V with the def2-TZVPD basis set.

XYZ file:
```
20
Properties=species:S:1:pos:R:3
C -0.956 -2.051 0.242
O 0.087 -1.299 -0.339
C -0.052 0.068 -0.209
C -1.040 0.697 -1.156
N -2.212 1.161 -0.687
O -1.011 0.509 -2.383
C 0.201 0.672 1.157
C 1.221 0.841 0.071
C 2.548 0.127 0.122
H -1.921 -1.835 -0.242
H -0.711 -3.109 0.099
H -1.038 -1.842 1.321
H -2.170 1.828 0.072
H -2.912 1.088 -1.510
H -0.395 1.521 1.493
H 0.430 -0.054 1.938
H 1.256 1.829 -0.396
H 2.468 -0.820 0.670
H 2.915 -0.090 -0.891
H 3.292 0.758 0.628
```

As for the SMILES: CO[C@@]1(C(N)=O)C[C@H]1C. The calculation puts the HOMO-LUMO gap at 10.26 eV. The value obtained for the LUMO energy is 0.028 hartree. The net charge is 0. Its multiplicity is 1.

Atomic partial charges in e from the Mulliken method, atoms 1 to 2: -0.736, -0.408



Stability check: which of them is least stable? arrangement one.



Arrangement one

Computed, not measured: 3 unconnected molecules or ions with the total composition C6H11NO2, with ωB97M-V with the def2-TZVPD basis set.

XYZ file:
```
20
Properties=species:S:1:pos:R:3
C 1.173 -2.148 0.046
C 1.735 -0.987 0.359
C 1.098 0.339 0.229
C 1.962 1.424 -0.019
C 1.178 2.576 0.291
C -0.078 2.188 0.665
N -0.121 0.798 0.586
H 0.163 -2.290 -0.346
H 1.625 -3.091 0.289
H 2.786 -1.012 0.613
H 2.792 1.362 -0.708
H 1.537 3.572 0.497
H -0.991 2.754 0.765
H -0.936 0.294 0.878
O -3.548 -0.744 0.311
H -2.803 -0.203 0.057
H -3.705 -1.098 -0.574
O -1.615 -1.373 -1.571
H -1.109 -0.551 -1.528
H -1.143 -1.811 -0.841
```

As for the SMILES: C=Cc1ccc[nH]1.O.O. The calculation puts the HOMO-LUMO gap at 8.95 eV. The value obtained for the LUMO energy is 0.023 hartree. The net charge is 0. Its multiplicity is 1.

Atomic partial charges in e from the Mulliken method, atoms 1 to 2: -0.715, -0.078



Arrangement two

Computed, not measured: a molecular structure, C6H11NO2, with ωB97M-V with the def2-TZVPD basis set.

XYZ file:
```
20
Properties=species:S:1:pos:R:3
C 1.294 -0.913 -1.357
C -0.569 1.730 -0.308
C -0.660 0.949 2.100
C -0.174 -0.692 0.277
C -0.691 -1.192 -0.951
C -0.298 0.626 0.671
O 0.203 -1.696 1.149
O 2.330 -1.193 -0.508
N -1.472 -1.128 -1.893
H 0.690 -1.264 1.867
H 2.179 -2.058 -0.105
H -1.151 -0.869 -2.829
H 1.159 -1.670 -2.135
H 1.403 0.093 -1.752
H -0.033 2.639 -0.022
H -0.285 1.485 -1.332
H -0.789 0.074 2.738
H 0.107 1.580 2.562
H -1.606 1.503 2.158
H -1.636 1.995 -0.329
```

The calculation puts the HOMO-LUMO gap at 6.89 eV. The value obtained for the LUMO energy is 0.011 hartree. The net charge is 0. Its multiplicity is 1.

Atomic partial charges in e from the Mulliken method, atoms 1 to 2: -0.709, -1.432



Arrangement three

Computed, not measured: C6H11NO2 in the gas phase, with ωB97M-V with the def2-TZVPD basis set.

XYZ file:
```
20
Properties=species:S:1:pos:R:3
H 2.457 -1.464 -1.585
N 1.824 -0.694 -1.369
C 1.221 -0.848 -0.275
C 0.283 0.214 0.293
C 0.362 1.522 -0.507
C 0.699 0.448 1.752
C -1.119 -0.372 0.171
C -1.585 -0.856 -1.164
O -1.780 -0.869 1.192
O -2.070 0.555 1.340
H 1.336 -1.727 0.373
H 1.364 1.939 -0.416
H -0.364 2.228 -0.109
H 0.169 1.361 -1.565
H 0.104 1.247 2.183
H 0.539 -0.443 2.358
H 1.760 0.700 1.782
H -0.877 -0.674 -1.966
H -1.799 -1.925 -1.105
H -2.525 -0.342 -1.383
```

As for the SMILES: [H]/N=C/C(C)(C)C1(C)OO1. The calculation puts the HOMO-LUMO gap at 9.88 eV. The value obtained for the LUMO energy is 0.015 hartree. The net charge is 0. Its multiplicity is 1.

Atomic partial charges in e from the Mulliken method, atoms 1 to 2: 0.261, -0.530



Stability check: which of them is least stable? arrangement two.



Arrangement one

Computed, not measured: C6H11NO2 in the gas phase, with ωB97M-V with the def2-TZVPD basis set.

XYZ file:
```
20
Properties=species:S:1:pos:R:3
C -0.385 -1.458 1.006
C -0.386 -0.183 0.050
C -1.532 0.815 0.299
C -0.684 -0.738 -1.328
C 0.942 0.635 -0.017
O 1.352 1.137 1.220
O 0.936 1.734 -0.900
C 2.095 -0.359 -0.391
N 2.973 -1.091 -0.587
H -0.137 -1.074 1.963
H 0.496 -1.992 0.759
H -1.274 -1.933 0.989
H -2.573 0.280 0.073
H -1.485 1.718 -0.299
H -1.536 1.247 1.390
H -1.525 -1.318 -1.250
H -0.801 -0.025 -2.118
H 0.047 -1.285 -1.778
H 2.227 1.415 1.297
H 1.250 2.477 -0.379
```

As for the SMILES: CC(C)(C)C(O)(O)C#N. The calculation puts the HOMO-LUMO gap at 11.89 eV. The value obtained for the LUMO energy is 0.017 hartree. The net charge is 0. Its multiplicity is 1.

Atomic partial charges in e from the Mulliken method, atoms 1 to 2: -1.833, 1.447



Arrangement two

Computed, not measured: C6H11NO2 in the gas phase, with ωB97M-V with the def2-TZVPD basis set.

XYZ file:
```
20
Properties=species:S:1:pos:R:3
C -1.794 0.551 -0.960
C -0.860 0.539 0.239
O -1.635 0.409 1.397
C 0.181 1.651 0.266
C 1.210 0.808 0.237
O 2.555 0.900 0.222
C 0.379 -0.456 0.206
C 0.562 -1.330 -1.030
N 0.463 -1.193 1.458
H -2.544 1.321 -0.799
H -1.250 0.769 -1.874
H -2.298 -0.407 -1.050
H -1.057 0.025 2.075
H 0.083 2.719 0.308
H 2.817 1.828 0.257
H -0.234 -2.071 -1.089
H 1.520 -1.845 -0.971
H 0.552 -0.730 -1.935
H -0.075 -2.051 1.391
H 1.427 -1.438 1.654
```

As for the SMILES: C[C@]1(O)C=C(O)[C@@]1(C)N. The calculation puts the HOMO-LUMO gap at 9.60 eV. The value obtained for the LUMO energy is 0.025 hartree. The net charge is 0. Its multiplicity is 1.

Atomic partial charges in e from the Mulliken method, atoms 1 to 2: -1.643, 0.999



Arrangement three

Computed, not measured: C6H11NO2 in the gas phase, with ωB97M-V with the def2-TZVPD basis set.

XYZ file:
```
20
Properties=species:S:1:pos:R:3
H 1.491 1.529 -1.264
N 1.583 0.790 -1.965
C 0.679 -0.077 -1.826
C 0.594 -1.274 -2.721
C -0.358 -0.016 -0.698
O -0.074 -1.089 0.309
O -0.252 1.116 0.037
C -0.266 0.585 1.585
C 0.790 0.878 2.335
C -1.675 0.417 2.034
H 1.416 -1.262 -3.429
H 0.605 -2.196 -2.141
H -0.346 -1.254 -3.275
H -1.375 -0.248 -1.047
H 0.875 -1.269 0.385
H 1.766 1.021 1.905
H 0.642 1.231 3.343
H -2.309 1.185 1.593
H -2.061 -0.553 1.719
H -1.727 0.488 3.120
```

As for the SMILES: [H]/N=C(/C)[C@@H](O)OC(=C)C. The calculation puts the HOMO-LUMO gap at 10.07 eV. The value obtained for the LUMO energy is 0.030 hartree. The net charge is 0. Its multiplicity is 1.

Atomic partial charges in e from the Mulliken method, atoms 1 to 2: 0.305, -0.731



Arrangement four

Computed, not measured: C6H11NO2 in the gas phase, with ωB97M-V with the def2-TZVPD basis set.

XYZ file:
```
20
Properties=species:S:1:pos:R:3
C -0.122 1.658 1.324
C -0.585 0.663 0.573
N -0.825 -0.602 1.042
C -0.092 -1.629 0.894
C 1.383 -1.657 0.594
O -0.553 -2.814 1.334
C -0.941 0.847 -0.957
C 0.149 1.628 -1.689
O -1.180 -0.383 -1.576
H 0.080 1.512 2.371
H -0.015 2.656 0.943
H 1.922 -1.973 1.486
H 1.727 -0.672 0.292
H 1.582 -2.388 -0.186
H -1.481 -2.711 1.593
H -1.895 1.387 -0.991
H -0.124 1.721 -2.739
H 0.265 2.623 -1.270
H 1.105 1.109 -1.620
H -0.398 -0.976 -1.417
```

As for the SMILES: C=C(/N=C(\C)O)[C@@H](C)O. The calculation puts the HOMO-LUMO gap at 9.37 eV. The value obtained for the LUMO energy is 0.028 hartree. The net charge is 0. Its multiplicity is 1.

Atomic partial charges in e from the Mulliken method, atoms 1 to 2: -1.029, 0.337



Stability check: which of them is least stable? arrangement three.